1.
C24H45F8N2O5 | ωB97M-V/def2-TZVPD

XYZ file:
```
84
Properties=species:S:1:pos:R:3:mulliken_charge:R:1
O 5.41368 -7.81601 -7.43161 -0.438
F -1.69972 0.54207 1.99682 -0.212
H -1.95945 6.22901 -1.47451 0.433
H -4.46688 3.81311 3.85544 0.147
O -0.61437 5.05486 -0.58566 -0.352
H 1.45872 6.19506 5.57084 0.325
H -1.91850 2.69539 3.56709 0.868
F -1.30789 0.64230 -2.84068 -0.262
C -2.43696 3.88401 1.75810 -0.365
C -5.64445 1.85302 7.49585 -1.219
H -6.00137 3.14450 3.25767 0.391
H 2.06600 -1.38975 -5.21040 0.379
H 6.92336 -9.09456 -7.72302 0.340
H -3.76797 4.96782 -0.36588 0.509
H 3.18978 -7.37532 -4.91624 0.318
C 0.25942 0.85494 -1.12062 0.541
H 3.89839 -6.54674 -7.14091 0.281
C -4.91925 1.85320 4.60504 -0.288
C 3.97610 -3.97093 -4.94669 -0.961
F 0.35161 1.25025 0.15604 -0.226
H 6.22231 -9.20169 -6.11990 0.299
F 0.30188 -0.45793 -1.16561 -0.246
H 2.17162 -5.12169 -4.81093 0.216
N -2.02628 1.77507 1.62127 0.824
C -4.42594 2.50589 6.87051 -0.209
H -1.35199 4.89782 7.69483 0.398
H -3.12770 3.80978 -1.52711 0.343
O -0.19198 5.45998 4.55555 -0.432
O -3.98927 1.88313 5.66829 -0.407
H 3.00625 4.38364 4.87245 0.405
H -5.89002 2.34841 8.43453 0.411
C 4.16123 -7.55878 -6.82951 -0.323
H 4.16386 -10.29921 -7.13313 0.264
H 4.90895 -6.94175 -4.90165 0.246
H -5.45142 0.79929 7.69792 0.311
C 1.66045 -1.26613 -4.20633 -0.942
C 1.21732 5.56417 4.71015 -0.335
C 4.17281 -7.63422 -5.31175 -0.958
C -1.71892 5.30656 -0.93214 -0.002
H 4.91396 -10.16465 -8.72307 0.288
C -2.30418 1.23814 -0.82128 0.473
H 4.49240 -4.51308 -4.15368 0.248
H 1.86552 -0.24117 -3.89388 0.322
N -2.56494 3.47809 0.45681 0.272
H 1.56167 6.09784 3.82507 0.365
C -0.74753 5.43818 6.96625 -1.337
H 0.28381 5.42739 7.31861 0.313
C -5.34961 3.22956 4.12877 -0.995
H -5.88940 3.79587 4.88643 0.393
C -2.89153 4.39010 -0.64130 -0.835
H -5.78867 1.23758 4.85519 0.388
H 4.32277 -2.93691 -4.92138 0.356
H -1.93750 4.82349 5.29541 0.080
C 2.47182 -4.07514 -4.77000 -0.232
C -2.09881 2.79529 2.51266 -1.199
H 4.27057 -4.39640 -5.90623 0.311
H 4.42036 -8.63344 -4.95219 0.367
H -1.07964 6.47614 6.93674 0.346
C 1.93009 4.22716 4.80784 -0.967
H -2.57005 4.89715 2.08382 0.621
H 1.62548 3.65993 5.68821 0.271
H 1.95156 -3.56799 -5.59053 0.292
C -2.31118 2.16556 0.37369 -0.096
C -0.88666 4.79839 5.59767 0.128
C 5.97729 -9.09189 -7.18245 -0.329
H 1.84255 -2.08465 -2.23164 0.220
H 3.39138 -8.22170 -7.24078 0.281
F -0.93462 2.66021 -2.10165 -0.250
F -2.38052 -0.02368 -0.39269 -0.246
C -1.06175 1.37519 -1.74525 0.860
F 1.27359 1.36937 -1.79772 -0.233
H 0.57937 -1.40677 -4.26659 0.222
H -0.59398 3.74078 5.63773 0.289
O 1.99980 -3.60404 -3.51829 -0.467
H 5.63961 -11.19526 -7.47929 0.386
H 3.34852 -2.08343 -3.12486 0.288
C 5.12017 -10.25319 -7.65573 -1.013
C 2.26943 -2.25037 -3.21968 -0.257
H -4.60077 3.57514 6.70562 0.288
H 1.72246 3.61675 3.92648 0.180
H -4.39909 1.33514 3.79446 0.202
F -3.39495 1.51382 -1.56499 -0.291
H -6.52230 1.91471 6.85111 0.284
H -3.57989 2.42819 7.55251 0.342
```

Results
Net charge = +1
Lowest unoccupied orbital energy = -3.7 eV
Electronic energy = -2225.7026 a.u.
E_HOMO = -10.7 eV
Frontier orbital gap = 6.93 eV

=====

2.
C24H45FP2Yb | ωB97M-V/def2-TZVPD

XYZ file:
```
73
Properties=species:S:1:pos:R:3:lowdin_spin:R:1
H -4.29205 -1.91223 -0.06325 0.000
C -1.13689 -0.89553 -3.47269 0.000
C -3.19454 -1.79337 -0.03876 0.001
C -0.09182 -1.71269 -3.31689 0.000
H -2.79288 -2.67901 0.47119 0.000
C -2.38895 -0.44929 2.02682 0.007
C 0.11188 -4.15217 0.02147 0.000
H 1.50548 2.00319 3.80747 0.000
H -1.66455 -1.31241 3.84728 0.000
H -2.05790 0.82837 -4.27569 0.000
C 2.38668 3.69123 0.58444 0.000
H -0.70457 0.28317 -5.24107 0.000
C 3.61382 1.51194 1.75132 0.000
H 3.53993 0.63674 2.40426 0.000
H -2.13239 -1.17345 -3.13063 0.000
H 2.06768 0.38821 -1.09412 0.000
C 2.61919 -3.07471 -0.19148 0.000
H 1.81303 -4.35152 2.23902 0.000
H 2.45848 0.39657 -3.96000 0.000
H -0.76253 2.45231 -3.49093 0.000
H 2.82989 3.44466 -0.38808 0.000
H 4.08813 1.22892 0.80617 0.000
P 1.91553 2.13451 1.44220 -0.001
H -2.84153 -1.81539 -1.08265 0.000
H -1.33312 3.49035 1.71583 0.000
C 1.47129 -3.31291 2.32594 0.000
H 0.58296 -3.25268 2.97105 0.000
H -2.97281 3.68913 1.07895 0.000
H -0.58120 -4.52821 0.78221 0.000
H -3.30120 -1.82760 3.41853 0.000
H 0.82385 -4.94100 -0.25894 0.000
H 1.19780 -1.14896 -4.95601 0.000
H 2.26870 -2.68585 2.74938 0.000
H 3.04155 -0.78221 -2.81751 0.000
H -1.63394 3.38692 -0.03991 0.000
C -2.79792 -0.54608 0.66879 0.002
H 0.83675 3.53304 3.15341 0.000
C -2.03657 3.11991 0.95203 0.000
C -2.27030 1.66529 1.11095 0.000
H -0.77125 0.93431 4.00513 0.000
H 0.21606 2.07715 -1.46207 0.000
C -1.03226 0.42781 -4.19533 0.000
H 0.63169 1.81284 -4.31363 0.000
C -0.13983 1.54600 -3.57280 0.000
C -2.07766 0.90975 2.30260 0.008
H 2.46885 -3.11714 -1.27256 0.000
H 3.36529 -2.30832 0.05144 0.000
H -2.24847 1.82717 -1.71189 0.000
H -0.18455 -2.66237 -2.78818 0.000
H -3.98640 1.65964 -1.42471 0.001
C -2.72280 0.76576 0.09900 0.005
H -2.46393 1.26447 4.38039 0.000
H -1.91188 -2.49128 2.54285 0.000
H 1.48509 4.30138 0.43010 0.000
F 0.66132 -0.24071 2.25972 0.004
H -0.46204 -3.84121 -0.86211 0.000
Yb -0.30413 0.08258 0.44577 0.969
C 0.49356 1.32325 -2.22459 0.000
H -1.48198 2.50742 3.61820 0.000
C -2.31206 -1.56985 2.99871 0.001
H 2.94734 -4.05069 0.17793 0.000
H -3.04247 0.27223 -1.98381 0.000
C 1.26457 -1.41014 -3.88529 0.000
C 1.50689 0.45601 -2.04058 0.000
C 2.11691 -0.31013 -3.18190 0.000
P 1.03577 -2.68705 0.64625 -0.001
H 2.60153 3.37294 3.42423 0.000
H 3.11248 4.24279 1.19885 0.000
C -3.01305 1.14185 -1.30983 0.002
H 4.20087 2.29553 2.23994 0.000
C -1.67761 1.43524 3.62900 0.001
C 1.68943 2.84212 3.12648 0.000
H 1.84975 -2.34649 -3.85744 0.000
```

Results
Net charge = +1
Lowest unoccupied orbital energy (alpha / beta) = -2.5 / -3.5 eV
Electronic energy = -2882.5817 a.u.
Energy relative to the best compared isomer or geometry (same formula, charge and spin) = 0.0 kJ/mol
E_HOMO (alpha / beta) = -10.6 / -10.7 eV
Frontier orbital gap (alpha / beta) = 8.12 / 7.22 eV
Spin multiplicity = 2

=====

3.
C24H45IO12S5 | ωB97M-V/def2-TZVPD

XYZ file:
```
87
Properties=species:S:1:pos:R:3:mulliken_charge:R:1
H -5.30662 -3.62504 -1.79585 0.303
H -3.89650 2.67542 0.20089 0.399
H 0.45339 5.83210 -3.71612 0.281
C 2.59092 6.09723 -4.04684 -0.446
C -6.99600 -2.36194 0.04602 -0.687
O -0.82590 -0.33847 -0.17830 -0.717
S 5.34735 -1.71794 1.94924 1.192
H -6.22299 -3.10117 -3.21579 0.354
S -5.68374 -1.17441 -0.21757 1.209
H -2.85885 2.46492 2.40979 0.364
O 1.42090 -3.16113 5.74190 -0.762
C -0.85005 -0.70858 7.38512 -0.572
C -1.17028 -2.82082 6.15165 -0.685
C 4.31274 -0.99327 -5.70235 -0.573
H -6.63099 -3.11962 0.74168 0.353
S 2.65645 1.02352 -5.89866 1.098
S 0.39423 -2.15458 5.59459 1.207
H -8.09767 -2.38061 -1.81218 0.291
O 5.35126 -2.89522 1.10999 -0.669
C 3.13130 -1.35164 -4.79917 -0.661
O 0.39156 1.44813 1.14146 -0.684
H 2.44941 6.14642 -2.89480 0.200
H -1.10460 -2.64386 8.30372 0.301
C -1.50862 -2.08796 7.45137 -0.593
H 1.05652 -0.05472 6.51681 0.389
O 0.17664 -1.45046 4.35122 -0.626
C 2.94036 -0.72969 1.67330 -0.319
O 5.01224 5.27691 -4.08726 -0.585
C -7.30945 -2.96396 -1.32512 -0.594
O -4.49754 -1.63961 0.46472 -0.615
C 4.35049 -0.46514 1.16197 -0.822
C 1.67430 3.86514 -4.16573 -0.026
H -2.58933 -2.01348 7.59176 0.330
C -1.92905 0.54968 2.04182 -0.548
H 2.47273 -2.05282 -5.32231 0.295
C -3.23660 1.82521 0.38516 -0.079
H -1.91484 -2.62678 5.37745 0.353
H -0.86306 -0.20603 8.35443 0.361
H -2.27288 -0.48498 1.98934 0.366
H -4.43978 -1.38029 -2.24442 0.396
H 3.31789 -0.08987 3.69820 0.368
H -1.06980 -3.89514 6.30964 0.338
H 4.43738 -0.54676 0.07866 0.430
H -1.38827 0.71492 2.97454 0.251
C 3.08825 -1.02026 3.16706 0.113
C 0.57315 -0.95284 6.90096 -0.740
H -7.86290 -1.85444 0.47058 0.338
O 1.42634 1.16768 -6.64915 -0.733
C -6.03070 -2.88992 -2.16194 -0.623
H 2.75928 0.43715 -3.60778 0.250
C 3.79176 5.02824 -4.14479 0.384
H 4.77844 -1.88228 -6.13266 0.364
H 1.30144 -0.23440 -4.39260 0.378
H 2.51563 -1.60323 1.16749 0.328
H 2.28112 0.12029 1.48978 0.125
H 3.90254 -3.04027 3.27830 0.389
H 1.18436 -1.40271 7.68654 0.394
H 5.07276 -0.46011 -5.12194 0.284
H 0.87563 5.48220 -5.57292 0.289
H 2.77348 7.17340 -4.37306 0.363
H -4.00994 1.13277 2.30560 0.351
C 4.24701 -2.00592 3.33071 -0.785
H 3.45984 -1.83677 -3.87731 0.340
H -1.74041 2.00833 -1.20984 0.521
H 4.51082 0.49197 -7.30595 0.396
O -6.20568 0.16178 -0.03344 -0.708
S -0.82980 0.83822 0.66022 1.407
C 2.37216 -0.05721 -4.50080 -0.480
H -3.66060 0.95188 -0.11944 -0.284
H 3.14202 -0.64467 -7.49709 0.357
H -6.09372 -0.74695 -2.50121 0.393
H 2.16590 -1.42149 3.59310 -0.339
C 3.74588 -0.08070 -6.78209 -0.795
C -5.48833 -1.48060 -1.96405 -0.696
H -1.38647 -0.07724 6.66910 0.259
C 1.18740 5.38656 -4.47032 -0.575
H -7.67216 -3.98999 -1.23121 0.317
H 1.31624 3.28277 -5.08605 0.200
C -1.82685 2.09027 -0.12676 -0.986
H 4.78740 -1.84120 4.26357 0.384
O 3.13484 3.73955 -4.25620 -0.074
O 6.56866 -1.11017 2.43047 -0.688
H -1.46388 3.06528 0.20730 0.332
C -3.08820 1.53478 1.87884 -0.808
O 3.42261 2.16646 -5.44885 -0.527
I 0.98612 3.18099 -2.20250 0.034
H 4.71388 0.50922 1.49634 0.385
```

Results
Structure (SMILES) = O=C1CC[C@H](I)O1.O=S1(=O)CCCC1.O=S1(=O)CCCC1.O=S1(=O)CCCC1.O=S1(=O)CCCC1.O=S1(=O)CCCC1
Net charge = 0
Lowest unoccupied orbital energy = 0.3 eV
Electronic energy = -4132.8589 a.u.
Energy relative to the best compared isomer or geometry (same formula, charge and spin) = 134.5 kJ/mol
E_HOMO = -9.5 eV
Frontier orbital gap = 9.75 eV

=====

- What is the net charge in the third record?
  0